Entry from OMol25: the molecule C21H27N3O5S at a distorted geometry (the ωB97M-V functional and the def2-TZVPD basis).

Last column: Löwdin charge in e.
Cartesian coordinates (Å):
C  6.074  0.164  1.275  0.007
C  5.572  0.857  -0.966  0.000
C  -9.762  1.526  -1.448  -0.039
C  0.478  0.227  1.515  -0.486
C  -8.839  1.878  0.870  -0.035
H  3.562  0.535  -1.603  0.105
O  0.987  -2.481  -0.037  -0.312
H  1.638  -1.486  2.209  0.126
O  2.911  -2.057  -1.503  -0.269
C  -8.504  1.550  -0.585  -0.431
C  4.266  0.430  -0.794  -0.015
H  1.390  -0.191  -2.577  0.061
H  -9.557  1.156  1.251  0.087
H  -6.937  -2.037  -0.758  0.118
H  -4.620  -2.684  -0.206  0.111
H  -0.323  -1.627  1.155  0.114
H  -7.949  1.838  1.493  0.072
C  -5.718  1.004  0.050  -0.010
N  2.534  -0.601  0.528  -0.179
S  1.871  -1.537  -0.673  0.643
C  6.492  0.732  0.070  -0.268
C  1.808  -0.494  1.777  -0.089
H  -10.253  2.494  -1.418  0.082
O  7.791  1.122  0.017  -0.051
H  -10.445  0.766  -1.079  0.084
H  5.855  1.291  -1.912  0.106
H  -2.392  -2.124  0.523  0.132
C  -4.925  -1.650  -0.134  -0.035
C  0.855  -0.399  -1.660  -0.094
C  -6.638  0.034  -0.353  -0.259
C  -4.001  -0.682  0.273  -0.225
O  -7.929  0.253  -0.692  -0.026
C  9.770  1.975  -0.969  -0.065
H  8.171  0.956  -2.008  0.126
H  10.198  2.398  -1.873  0.075
H  -3.707  1.390  0.668  0.115
C  -2.649  -1.059  0.604  -0.099
N  -0.547  -0.635  1.289  0.025
H  -9.504  1.289  -2.477  0.082
H  9.888  2.682  -0.153  0.077
C  -6.217  -1.298  -0.442  0.000
H  6.793  0.066  2.072  0.120
C  -4.422  0.646  0.355  -0.015
C  3.856  -0.145  0.400  -0.265
H  7.751  2.594  -1.435  0.125
H  2.390  0.121  2.463  0.135
N  -1.786  -0.200  0.976  0.084
H  0.687  0.509  -1.095  0.060
H  4.488  -0.740  2.366  0.116
C  8.295  1.672  -1.185  -0.265
H  10.301  1.062  -0.714  0.078
H  -6.002  2.042  0.127  0.106
O  0.385  1.433  1.488  0.080
H  -0.085  -0.891  -1.874  0.064
H  -9.270  2.873  0.936  0.084
H  -7.807  2.298  -0.989  0.138
C  4.779  -0.279  1.435  -0.008

Output
Molecular weight   433.5 g mol⁻¹
Gap between HOMO and LUMO   8.49 eV
SMILES   CCOc1ccc(N(CC(=O)N/N=C/c2ccc(OC(C)C)cc2)S(C)(=O)=O)cc1
HOMO energy   -8.03 eV
Largest force on an atom   1.043 eV/Å
Electronic energy   -1755.030397 hartree